[1]
{
  "formula": "C8H29NO6",
  "method": "the ωB97M-V functional and the def2-TZVPD basis",
  "species": ["O", "H", "H", "H", "O", "H", "H", "H", "C", "C", "O", "H", "H", "H", "H", "H", "C", "C", "O", "H", "H", "H", "H", "H", "C", "C", "C", "O", "C", "N", "H", "H", "H", "H", "H", "H", "H", "H", "H", "H", "H", "O", "H", "H"],
  "xyz": [[14.17, 8.66, 19.10], [13.83, 9.07, 18.24], [14.22, 7.67, 18.91], [13.53, 8.83, 19.82], [11.52, 10.50, 18.32], [12.21, 10.22, 17.63], [11.50, 11.46, 18.43], [11.52, 9.89, 19.11], [9.72, 7.70, 20.34], [11.23, 7.62, 20.51], [11.89, 8.85, 20.43], [9.23, 6.73, 20.47], [9.34, 8.03, 19.37], [9.24, 8.36, 21.07], [11.62, 6.91, 19.78], [11.39, 7.21, 21.51], [12.95, 11.54, 15.36], [13.60, 11.00, 16.63], [12.93, 9.85, 17.10], [12.91, 10.90, 14.48], [13.48, 12.42, 15.00], [11.93, 11.78, 15.68], [13.58, 11.83, 17.35], [14.68, 10.80, 16.52], [16.46, 6.46, 18.53], [15.38, 5.38, 18.49], [15.57, 4.32, 19.58], [14.61, 3.32, 19.30], [14.75, 2.21, 20.17], [14.08, 6.06, 18.39], [16.36, 7.19, 17.72], [17.42, 6.00, 18.28], [16.66, 6.99, 19.46], [15.63, 4.88, 17.55], [15.29, 4.81, 20.51], [16.60, 3.96, 19.68], [14.56, 2.58, 21.18], [15.67, 1.63, 20.09], [13.96, 1.49, 19.97], [13.42, 5.37, 18.77], [13.81, 6.00, 17.40], [12.47, 7.25, 15.67], [13.21, 7.06, 15.08], [12.67, 8.13, 16.05]],
  "lowdin_charge": [0.159, 0.100, 0.068, 0.077, 0.154, -0.305, 0.127, 0.087, -0.122, -0.447, -0.352, 0.061, 0.062, 0.066, 0.077, 0.091, -0.073, -0.307, -0.141, 0.073, 0.074, 0.075, 0.116, 0.113, -0.081, -0.403, -0.201, -0.186, -0.106, 0.065, 0.080, 0.080, 0.084, 0.140, 0.135, 0.133, 0.091, 0.089, 0.088, 0.099, 0.086, -0.064, 0.031, 0.007],
  "homo_ev": -7.7,
  "de_lowest_kj_mol": 330.36,
  "orbital_gap_ev": 8.17,
  "e_tot_ha": -828.2296,
  "max_force_ev_per_a": 10.8
}

---

[2]
{
  "formula": "C8H30N2O6",
  "method": "the ωB97M-V functional and the def2-TZVPD basis",
  "species": ["O", "H", "H", "O", "H", "H", "O", "H", "H", "O", "H", "H", "C", "C", "C", "O", "C", "N", "H", "H", "H", "H", "H", "H", "H", "H", "H", "H", "H", "C", "C", "C", "O", "C", "N", "H", "H", "H", "H", "H", "H", "H", "H", "H", "H", "H"],
  "xyz": [[-2.30, -1.89, -4.26], [-1.89, -2.76, -4.29], [-2.28, -1.65, -3.33], [-0.79, -1.69, -0.83], [-1.06, -2.34, -0.18], [-0.88, -0.85, -0.39], [-1.93, -2.89, 1.22], [-2.07, -2.98, 2.17], [-2.68, -3.34, 0.83], [-1.56, -3.62, -2.62], [-1.24, -2.96, -2.02], [-1.92, -4.31, -2.06], [3.33, 0.47, 1.45], [2.30, -0.43, 2.34], [1.13, 0.36, 2.85], [0.46, -0.41, 3.87], [-0.90, -0.22, 3.89], [1.80, -1.55, 1.49], [4.19, -0.05, 1.02], [3.83, 1.09, 2.20], [2.83, 1.20, 0.81], [2.86, -0.95, 3.12], [0.47, 0.63, 2.03], [1.34, 1.29, 3.38], [-1.21, 0.75, 4.28], [-1.31, -0.98, 4.56], [-1.33, -0.54, 2.95], [1.11, -2.00, 2.07], [1.24, -1.10, 0.78], [-1.78, 2.93, -1.78], [-1.00, 1.69, -1.28], [0.54, 1.74, -1.31], [1.05, 2.17, -2.61], [2.41, 1.86, -2.72], [-1.51, 1.38, 0.06], [-1.53, 3.05, -2.84], [-1.38, 3.84, -1.33], [-2.86, 2.89, -1.70], [-1.28, 0.88, -1.94], [0.99, 0.75, -1.18], [0.95, 2.34, -0.50], [2.63, 2.31, -3.69], [2.56, 0.78, -2.79], [3.01, 2.31, -1.94], [-2.11, 2.15, 0.31], [-2.21, 0.68, -0.11]],
  "lowdin_charge": [-0.069, 0.009, -0.004, -0.047, -0.012, 0.001, -0.030, 0.062, 0.073, -0.048, -0.015, 0.053, 0.011, -0.280, -0.128, -0.144, -0.099, 0.335, 0.091, 0.084, 0.065, 0.157, 0.116, 0.178, 0.114, 0.103, 0.084, 0.134, 0.105, -0.042, -0.415, -0.178, -0.180, -0.117, 0.032, 0.083, 0.087, 0.086, 0.129, 0.092, 0.113, 0.100, 0.089, 0.085, 0.070, 0.068],
  "homo_ev": [-12.4, -12.4],
  "spin_multiplicity": 2,
  "s_squared": 0.76,
  "de_lowest_kj_mol": 118.11,
  "orbital_gap_ev": [9.35, 3.25],
  "e_tot_ha": -883.3221,
  "max_force_ev_per_a": 5.1,
  "charge": 1
}

---

[3]
{
  "formula": "C8H30N8O7",
  "method": "the ωB97M-V functional and the def2-TZVPD basis",
  "species": ["N", "C", "N", "O", "H", "H", "H", "H", "N", "C", "N", "O", "H", "H", "H", "H", "N", "C", "N", "O", "H", "H", "H", "H", "N", "C", "N", "O", "H", "H", "H", "H", "C", "C", "O", "H", "H", "H", "H", "H", "H", "C", "O", "H", "H", "H", "H", "C", "O", "H", "H", "H", "H"],
  "xyz": [[0.63, -0.34, 3.35], [1.22, -1.40, 2.88], [0.74, -1.63, 1.69], [2.18, -2.05, 3.57], [1.06, -0.03, 4.24], [-0.16, 0.18, 2.88], [1.11, -2.48, 1.22], [-0.06, -1.09, 1.25], [2.85, 2.22, -1.00], [3.80, 2.17, -1.92], [4.18, 3.25, -2.49], [4.46, 1.01, -2.27], [2.51, 1.29, -0.63], [2.95, 2.96, -0.28], [4.91, 3.16, -3.24], [3.62, 4.11, -2.52], [-1.13, 1.41, 1.88], [-1.69, 0.44, 1.31], [-1.00, -0.10, 0.31], [-2.95, 0.00, 1.76], [-1.59, 1.81, 2.68], [-0.44, 2.06, 1.37], [-1.40, -0.84, -0.28], [-0.34, 0.43, -0.26], [0.32, 2.67, -1.52], [-0.51, 3.14, -0.62], [0.09, 3.44, 0.49], [-1.84, 3.29, -0.92], [-0.19, 2.08, -2.20], [1.39, 2.63, -1.51], [-0.43, 3.99, 1.18], [1.10, 3.44, 0.63], [-3.51, -1.15, -1.46], [-2.59, -2.22, -2.08], [-1.22, -2.23, -1.66], [-3.59, -1.40, -0.44], [-4.54, -1.08, -1.91], [-3.06, -0.13, -1.47], [-2.64, -2.01, -3.16], [-3.02, -3.15, -1.84], [-0.77, -2.57, -2.39], [2.34, -0.93, -1.05], [1.69, 0.01, -0.14], [2.43, -0.53, -2.04], [1.74, -1.84, -1.13], [3.27, -1.34, -0.71], [1.28, -0.51, 0.58], [-2.23, -3.36, 1.31], [-2.12, -3.97, 2.55], [-3.16, -2.70, 1.31], [-2.28, -4.07, 0.50], [-1.40, -2.75, 1.00], [-1.95, -3.28, 3.22]],
  "lowdin_charge": [0.151, -0.650, 0.113, -0.086, 0.134, 0.083, 0.161, 0.060, 0.100, -0.614, 0.163, -0.107, 0.078, 0.141, 0.159, 0.132, 0.143, -0.599, 0.146, -0.106, 0.137, 0.098, 0.082, 0.108, 0.140, -0.667, 0.126, -0.088, 0.136, 0.061, 0.145, 0.127, -0.072, -0.275, -0.083, 0.020, 0.103, 0.082, 0.117, 0.093, 0.059, -0.085, -0.200, 0.070, 0.073, 0.086, 0.013, -0.203, -0.097, 0.097, 0.075, 0.024, 0.099],
  "homo_ev": -9.3,
  "de_lowest_kj_mol": 580.10,
  "orbital_gap_ev": 8.99,
  "e_tot_ha": -1287.4419,
  "max_force_ev_per_a": 10.4
}

---

[4]
{
  "formula": "C8H30N8O7",
  "method": "the ωB97M-V functional and the def2-TZVPD basis",
  "species": ["N", "C", "N", "O", "H", "H", "H", "H", "N", "C", "N", "O", "H", "H", "H", "H", "N", "C", "N", "O", "H", "H", "H", "H", "N", "C", "N", "O", "H", "H", "H", "H", "C", "C", "O", "H", "H", "H", "H", "H", "H", "C", "O", "H", "H", "H", "H", "C", "O", "H", "H", "H", "H"],
  "xyz": [[3.74, -1.45, -0.28], [3.13, -2.12, -1.10], [1.93, -1.62, -1.32], [3.56, -3.33, -1.67], [4.71, -1.76, -0.11], [3.43, -0.66, 0.23], [1.36, -1.88, -2.15], [1.44, -1.05, -0.62], [-1.93, 1.18, 1.99], [-1.13, 0.74, 2.86], [-1.43, -0.41, 3.27], [-0.09, 1.52, 3.31], [-1.78, 2.21, 1.81], [-2.87, 0.75, 1.82], [-1.00, -0.75, 4.15], [-2.36, -0.75, 3.29], [-2.10, 1.35, -0.81], [-2.02, 2.54, -1.02], [-2.63, 2.91, -2.10], [-1.42, 3.41, -0.18], [-1.54, 1.12, -0.01], [-2.35, 0.61, -1.55], [-2.83, 3.95, -2.15], [-3.49, 2.40, -2.44], [0.24, 0.75, -2.61], [-0.02, 1.07, -3.88], [-1.19, 1.68, -3.99], [0.84, 0.85, -4.91], [1.19, 0.55, -2.57], [-0.30, 1.05, -1.76], [-1.42, 1.91, -4.96], [-1.70, 2.23, -3.16], [-1.14, -3.50, -0.37], [-1.04, -2.03, 0.00], [-2.03, -1.81, 0.97], [-0.84, -4.11, 0.48], [-0.44, -3.78, -1.20], [-2.14, -3.82, -0.69], [-1.31, -1.29, -0.78], [0.05, -1.89, 0.16], [-1.78, -1.25, 1.78], [2.48, -0.46, 3.62], [2.22, -1.30, 2.51], [3.17, -1.00, 4.30], [1.59, -0.23, 4.18], [2.79, 0.57, 3.22], [1.45, -1.83, 2.71], [1.25, 1.75, 0.13], [0.66, 0.47, 0.33], [1.07, 2.46, 0.92], [0.96, 2.21, -0.84], [2.28, 1.53, -0.02], [0.76, 0.31, 1.24]],
  "lowdin_charge": [0.184, -0.659, 0.140, -0.154, 0.161, 0.102, 0.134, 0.053, 0.162, -0.687, 0.163, -0.075, 0.153, 0.167, 0.165, 0.125, 0.179, -0.744, 0.112, -0.056, 0.075, 0.188, 0.181, 0.171, 0.148, -0.618, 0.115, -0.109, 0.073, 0.063, 0.116, 0.067, -0.077, -0.346, -0.116, 0.074, 0.087, 0.076, 0.091, 0.078, 0.039, -0.162, -0.133, 0.089, 0.041, 0.109, 0.069, -0.120, -0.163, 0.086, 0.084, 0.073, 0.025],
  "homo_ev": -8.4,
  "de_lowest_kj_mol": 668.03,
  "orbital_gap_ev": 8.06,
  "e_tot_ha": -1287.4084,
  "max_force_ev_per_a": 12.3
}